DFT (wB97M-V/def2-TZVPD) results for a 3-piece molecular cluster, C4H10N2O overall.

Calculated values
strongest force on any atom = 0.63 eV/Å
energy = -342.96501 a.u.
molar mass = 102.1 g mol⁻¹
LUMO = 0.019 Ha
energy relative to the best compared isomer or geometry (same formula, charge and spin) = 148.4 kcal/mol
HOMO energy = -0.247 Ha
spin multiplicity = 1

Cartesian coordinates (Å):
C1 0.5596 0.1485 0.3674
C2 -1.6378 -0.6079 0.1943
C3 0.6137 1.2718 -0.6200
C4 0.6360 -1.1437 0.0322
N1 -2.4400 0.5143 0.1172
O1 2.6685 -0.1256 0.8500
N2 0.6789 -2.3114 -0.2700
H1 3.2331 0.1800 0.1270
H2 0.4859 0.3660 1.4228
H3 1.6090 -2.7301 -0.2535
H4 -2.4960 0.9865 -0.7718
H5 -2.4328 1.1494 0.9009
H6 -1.7033 -1.2600 -0.6686
H7 -1.6821 -1.1247 1.1461
H8 -0.3345 1.8179 -0.6471
H9 0.8422 0.9146 -1.6237
H10 1.3995 1.9542 -0.3031

Atoms 1-2, force components in eV/Å:
-0.549 0.309 0.042
0.573 0.258 0.005

=====

DFT (wB97M-V/def2-TZVPD) results for an isolated molecule of C4H10N2O at a distorted geometry.

Calculated values
strongest force on any atom = 2.34 eV/Å
energy = -343.13135 a.u.
molar mass = 102.1 g mol⁻¹
LUMO = 0.031 Ha
SMILES = CN(C)CC(N)=O
energy relative to the best compared isomer or geometry (same formula, charge and spin) = 44.0 kcal/mol
HOMO energy = -0.321 Ha
spin multiplicity = 1

Cartesian coordinates (Å):
C1 1.1418 2.2273 0.5609
N1 0.2102 1.0545 0.4614
C2 -1.1233 1.6629 0.2658
C3 0.6082 -0.0126 -0.4780
C4 0.0544 -1.4830 -0.2363
N2 -1.3018 -1.5625 -0.4595
O1 0.6954 -2.4773 -0.0136
H1 0.7516 3.1210 0.0876
H2 1.3883 2.3337 1.6119
H3 2.0595 1.9236 0.0590
H4 -1.3532 2.2568 1.1590
H5 -1.8075 0.8260 0.2760
H6 -1.3560 2.2599 -0.6361
H7 1.6756 -0.1385 -0.2730
H8 0.2702 0.0870 -1.5166
H9 -1.7086 -2.4702 -0.2936
H10 -1.9696 -0.8520 -0.6684

Atoms 1-2, force components in eV/Å:
0.581 -2.251 -0.225
-0.907 1.481 -0.806

=====

DFT (wB97M-V/def2-TZVPD) results for an isolated ion of composition C4H10N2O and charge +1 at a distorted geometry.

Calculated values
strongest force on any atom = 2.19 eV/Å
total charge = +1
energy = -342.80106 a.u.
<S²> = 0.759
molar mass = 102.1 g mol⁻¹
LUMO (spin up / spin down) = -0.135 / -0.307 Ha
energy relative to the best compared isomer or geometry (same formula, charge and spin) = 42.4 kcal/mol
HOMO energy (spin up / spin down) = -0.543 / -0.534 Ha
spin multiplicity = 2

Cartesian coordinates (Å):
C1 -0.6317 -1.3953 1.5982
N1 -0.3706 -1.2902 0.1826
C2 0.8811 -0.9448 -0.3195
C3 0.9077 0.6868 -0.4098
N2 -0.3779 1.2503 -0.7239
C4 -0.3861 1.9174 -2.0483
O1 0.0848 -0.8058 2.3449
H1 -1.5523 -1.8945 1.9020
H2 -1.1971 -0.8811 -0.2704
H3 0.9119 -1.2141 -1.3791
H4 1.6330 -1.3979 0.2737
H5 1.3812 1.0046 0.5152
H6 1.6255 0.8547 -1.2097
H7 -0.4201 2.0135 -0.0516
H8 0.5678 2.3764 -2.3035
H9 -1.1439 2.6948 -2.1425
H10 -0.7633 1.2089 -2.7927

Atoms 1-2, force components in eV/Å:
0.177 0.550 0.347
-0.582 -0.082 0.713